{"formula": "C2H7O2", "method": "the ωB97M-V functional and the def2-TZVPD basis", "species": ["O", "O", "C", "C", "H", "H", "H", "H", "H", "H", "H"], "positions_angstrom": [[-0.07088, -1.75455, 0.37732], [-1.51790, 0.84296, -0.40150], [1.27702, 0.22654, 0.48056], [0.29006, -0.63785, -0.13070], [1.31785, 0.26807, 1.56179], [2.21796, -0.19576, 0.09406], [-1.65273, 1.29690, -1.24580], [-0.99231, -2.02085, 0.18633], [-2.10224, 1.32005, 0.22389], [1.12707, 1.21783, 0.05946], [0.10611, -0.56335, -1.20541]], "atomic_forces_ev_per_a": [[-0.7, 1.0, 1.6], [-0.6, 0.4, 0.5], [-0.1, 0.1, -0.2], [0.5, -1.0, -1.3], [-0.2, -0.3, 0.1], [0.2, 0.2, 0.0], [0.0, -0.1, 0.0], [0.4, -0.4, -0.8], [0.4, -0.4, -0.3], [0.3, 0.0, -0.1], [-0.3, 0.5, 0.3]], "nbo_charge": [-0.576, -0.961, -0.747, 0.629, 0.282, 0.310, 0.507, 0.555, 0.514, 0.285, 0.200], "de_lowest_kj_mol": 82.98, "total_charge": 1, "fmax_ev_per_a": 2.06, "homo_ev": -17.0, "multiplicity": 1, "gap_ha": 0.4209, "e_lumo_ev": -5.58}